Entry from OMol25: C27H32ClLaN3O6 as an isolated structure (ωB97M-V/def2-TZVPD).

Calculated values
- HOMO-LUMO gap (alpha / beta): 4.400 / 2.168 eV
- ΔE to the lowest compared entry with this formula, charge and spin: 35.0 kcal/mol
- 2S+1: 1
- Net charge: -1
- HOMO energy (alpha / beta): -3.2 / -1.0 eV
- LUMO energy (alpha / beta): 0.04449 / 0.04246 hartree

Last column: Mulliken charge in e.
CARTESIAN COORDINATES (ANGSTROEM)
La  0.153  -0.231  0.163  1.366
Cl  0.539  -2.098  1.824  -0.553
N  0.360  -1.300  -1.901  -0.025
N  -0.505  1.361  1.792  0.128
C  1.422  -2.108  -1.966  0.823
C  0.389  1.853  2.645  0.729
C  -0.702  -1.733  -2.796  1.834
C  -0.176  -3.111  -3.218  -0.799
C  -0.799  -0.632  -3.842  -1.544
C  -2.043  -1.828  -2.071  -1.553
H  0.193  -0.208  -4.064  0.321
H  -1.447  0.170  -3.450  0.320
H  -1.259  -1.046  -4.746  0.390
H  -2.030  -2.713  -1.422  0.135
H  -2.847  -1.915  -2.823  0.431
H  -2.256  -0.929  -1.454  0.178
C  -1.873  1.726  2.160  1.312
C  -1.585  2.849  3.163  -0.682
C  -2.525  0.480  2.766  -0.776
C  -2.613  2.145  0.876  -1.761
H  -2.027  2.907  0.332  0.420
H  -3.596  2.550  1.167  0.399
H  -2.781  1.265  0.214  0.255
H  -1.922  0.106  3.616  0.412
H  -2.591  -0.321  1.999  -0.326
H  -3.543  0.744  3.100  0.486
O  -0.122  2.687  3.535  -0.466
H  -2.196  2.806  4.064  0.317
H  -1.708  3.836  2.677  0.343
O  1.253  -3.144  -2.770  -0.480
H  -0.262  -3.299  -4.292  0.307
H  -0.712  -3.909  -2.664  0.402
C  2.679  -1.901  -1.167  -1.924
C  1.847  1.479  2.620  -1.771
C  2.441  1.193  1.213  0.711
H  1.963  0.568  3.238  0.384
H  2.425  2.291  3.114  0.274
C  2.670  -0.144  0.760  -1.692
C  2.870  -0.462  -0.619  0.283
H  2.352  -0.961  1.433  1.099
C  3.328  0.575  -1.434  1.297
C  3.384  1.872  -0.897  -1.308
C  3.761  0.307  -2.850  -1.535
C  2.905  2.211  0.377  1.324
H  3.822  2.646  -1.496  0.324
C  2.901  3.640  0.845  -1.608
H  3.450  4.259  0.125  0.427
H  3.388  3.739  1.832  0.303
H  1.875  4.041  0.935  0.229
H  4.450  -0.556  -2.903  0.292
H  4.282  1.190  -3.244  0.447
H  2.902  0.092  -3.514  0.156
H  3.556  -2.175  -1.797  0.431
H  2.654  -2.610  -0.317  0.384
O  -1.952  -4.078  0.517  -0.711
C  -2.545  -3.098  0.929  0.039
O  -2.312  -1.812  0.732  -0.335
C  -3.839  -3.407  1.692  0.112
C  -4.776  -2.375  1.993  0.144
C  -5.952  -2.628  2.687  -0.785
C  -6.240  -3.929  3.066  -0.115
C  -5.375  -4.991  2.782  -0.532
C  -4.181  -4.746  2.097  -0.273
N  -7.446  -4.169  3.786  0.848
O  -8.212  -3.195  4.044  -0.799
O  -7.699  -5.352  4.132  -0.802
H  -4.543  -1.370  1.632  0.159
H  -6.624  -1.794  2.905  0.395
H  -5.667  -5.998  3.096  0.398
H  -3.509  -5.573  1.852  0.389

---

Entry from OMol25: C27H32LuN8O as an isolated structure (ωB97M-V/def2-TZVPD).

Calculated values
- HOMO-LUMO gap (alpha / beta): 5.677 / 5.974 eV
- ΔE to the lowest compared entry with this formula, charge and spin: 3.6 kcal/mol
- 2S+1: 1
- Net charge: +3
- HOMO energy (alpha / beta): -14.9 / -15.0 eV
- LUMO energy (alpha / beta): -0.33983 / -0.33324 hartree

Last column: Mulliken charge in e.
CARTESIAN COORDINATES (ANGSTROEM)
Lu  0.433  -0.405  0.325  1.480
C  1.010  4.452  -2.426  -0.637
C  -0.327  4.252  -2.111  -0.887
C  -0.792  2.982  -1.806  0.311
C  0.084  1.895  -1.819  -0.371
C  1.428  2.100  -2.128  -0.226
C  1.884  3.374  -2.435  -0.834
N  -0.355  0.596  -1.452  0.463
C  -1.383  -0.005  -2.073  0.998
C  -1.919  0.366  -3.334  -1.039
C  -2.901  -0.392  -3.905  -0.658
C  -3.445  -1.537  -3.258  -0.791
C  -2.985  -1.922  -2.039  -0.784
C  -1.948  -1.176  -1.419  0.504
N  -1.401  -1.458  -0.217  1.264
N  -1.896  -2.397  0.529  -1.233
C  -1.236  -2.625  1.713  0.043
C  -1.779  -3.603  2.554  -0.610
C  -1.169  -3.881  3.758  -0.314
C  -0.025  -3.168  4.115  -0.888
C  0.457  -2.219  3.242  -0.297
N  -0.108  -1.935  2.054  -0.142
H  1.365  5.440  -2.684  0.462
H  -1.015  5.088  -2.117  0.441
H  -1.839  2.816  -1.576  0.499
H  2.094  1.242  -2.177  0.558
H  2.919  3.527  -2.712  0.540
H  -1.509  1.222  -3.851  0.546
H  -3.269  -0.126  -4.887  0.478
H  -4.217  -2.108  -3.755  0.459
H  -3.371  -2.793  -1.528  0.529
H  -2.666  -4.126  2.223  0.576
H  -1.565  -4.645  4.415  0.452
H  0.489  -3.355  5.047  0.454
H  1.347  -1.654  3.496  0.476
C  3.361  2.798  0.958  -1.563
C  2.954  1.362  0.971  0.776
O  1.766  1.013  1.221  -0.522
N  3.895  0.454  0.741  0.073
C  3.737  -0.985  0.954  -1.006
C  3.408  -1.782  -0.293  0.905
C  4.344  -2.624  -0.860  -0.889
C  4.001  -3.364  -1.986  -0.409
C  2.730  -3.218  -2.516  -0.861
C  1.849  -2.352  -1.899  -0.102
N  2.165  -1.650  -0.797  -0.069
H  2.503  3.431  1.156  0.316
H  3.787  3.077  -0.007  0.404
H  4.123  2.978  1.718  0.458
H  4.821  0.781  0.509  0.300
H  2.948  -1.132  1.695  -0.134
H  4.663  -1.357  1.385  0.592
H  5.333  -2.708  -0.430  0.501
H  4.715  -4.040  -2.437  0.454
H  2.421  -3.768  -3.394  0.472
H  0.851  -2.206  -2.297  0.428
N  -4.116  1.850  3.296  -0.230
C  -3.731  2.141  1.868  -0.977
C  -2.770  1.117  1.253  -0.392
N  -1.354  1.182  1.659  -0.247
H  -4.765  2.562  3.644  0.383
H  -3.314  1.850  3.927  0.324
H  -4.592  0.949  3.375  0.365
H  -3.309  3.144  1.840  0.430
H  -4.654  2.143  1.291  0.419
H  -2.802  1.292  0.178  0.007
H  -3.140  0.100  1.414  0.496
H  -1.240  1.039  2.657  0.228
H  -0.977  2.103  1.444  0.244

---

Entry from OMol25: C27H33AsBrN8O8S2Ti as an isolated structure (ωB97M-V/def2-TZVPD).

Calculated values
- HOMO-LUMO gap (alpha / beta): 8.002 / 7.998 eV
- ΔE to the lowest compared entry with this formula, charge and spin: 24.8 kcal/mol
- 2S+1: 2
- HOMO energy (alpha / beta): -7.9 / -7.9 eV
- LUMO energy (alpha / beta): 0.00472 / 0.00439 hartree

Last column: Löwdin spin population.
CARTESIAN COORDINATES (ANGSTROEM)
Ti  -0.524  -0.534  -0.071  0.956
C  2.714  1.894  -0.655  0.000
C  1.293  2.378  -1.013  0.001
N  0.411  1.308  -1.518  -0.001
C  0.890  0.798  -2.823  0.000
C  0.849  -0.728  -2.920  0.002
N  0.988  -1.377  -1.610  0.004
C  2.395  -1.682  -1.251  0.003
C  3.306  -0.472  -1.160  0.000
N  2.866  0.529  -0.206  0.004
H  3.374  2.025  -1.515  0.000
H  3.094  2.590  0.102  0.000
H  0.807  2.810  -0.142  0.000
H  1.382  3.175  -1.762  0.000
H  -0.481  1.759  -1.682  0.000
H  0.294  1.221  -3.635  0.000
H  1.907  1.155  -2.973  0.000
H  -0.098  -1.044  -3.346  0.000
H  1.634  -1.067  -3.605  0.000
H  0.545  -2.294  -1.669  0.001
H  2.373  -2.205  -0.299  0.000
H  2.813  -2.365  -2.000  0.000
H  4.296  -0.860  -0.890  0.000
H  3.431  -0.018  -2.149  0.000
H  2.114  0.199  0.380  0.001
N  -4.190  -1.352  6.538  0.000
C  -4.025  -0.801  5.274  0.000
C  -3.770  -1.624  4.174  0.000
C  -3.557  -1.074  2.928  0.000
C  -3.594  0.307  2.769  0.000
C  -3.848  1.137  3.851  0.000
C  -4.066  0.584  5.097  0.000
S  -3.334  0.963  1.169  0.000
O  -3.876  0.012  0.232  0.002
O  -3.805  2.321  1.123  0.000
N  -1.703  0.941  0.894  0.002
C  -0.855  1.558  1.774  0.004
N  0.425  1.221  1.523  0.000
C  1.348  1.656  2.371  0.001
C  1.021  2.466  3.444  0.000
C  -0.316  2.796  3.575  0.001
N  -1.262  2.359  2.751  0.000
H  -4.468  -2.319  6.559  0.000
H  -4.689  -0.785  7.202  0.000
H  -3.733  -2.699  4.305  0.000
H  -3.363  -1.704  2.070  0.000
H  -3.871  2.207  3.701  0.000
H  -4.266  1.226  5.947  0.000
H  2.368  1.334  2.190  0.000
H  1.769  2.809  4.142  0.000
H  -0.653  3.438  4.383  0.000
O  0.380  -4.012  -0.566  0.001
As  -1.082  -3.783  0.426  0.001
O  -2.177  -4.888  -0.035  -0.001
O  -1.483  -2.156  0.117  -0.006
C  -0.479  -4.140  2.220  0.001
C  -0.829  -5.419  2.641  0.000
C  -0.383  -5.898  3.865  0.000
C  0.419  -5.105  4.668  0.000
C  0.761  -3.823  4.260  0.000
C  0.309  -3.339  3.043  0.001
S  0.617  -1.624  2.704  0.003
O  -0.602  -0.950  3.081  0.003
O  1.821  -1.262  3.402  0.000
O  0.819  -1.562  1.210  0.010
H  0.264  -4.864  -1.008  0.000
H  -1.454  -6.027  1.998  0.000
H  -0.661  -6.894  4.184  0.000
H  0.777  -5.478  5.619  0.000
H  1.377  -3.184  4.878  0.000
Br  -1.972  -2.849  -2.900  0.001
C  -2.701  -1.106  -2.782  0.001
C  -3.820  -0.877  -3.572  0.000
C  -4.382  0.383  -3.570  0.001
C  -3.808  1.359  -2.772  0.000
C  -2.718  1.016  -2.004  0.002
N  -2.142  -0.199  -1.993  0.003
H  -4.224  -1.682  -4.166  0.000
H  -5.256  0.593  -4.171  0.000
H  -4.215  2.357  -2.698  0.000
H  -2.323  1.741  -1.304  0.000

---

Entry from OMol25: C27H33BeBr3Cl2CsFN3O14 as an isolated structure (ωB97M-V/def2-TZVPD).

Calculated values
- HOMO-LUMO gap: 1.413 eV
- 2S+1: 1
- Net charge: -1
- HOMO energy: -4.3 eV
- LUMO energy: -0.10557 hartree

Last column: Mulliken charge in e.
CARTESIAN COORDINATES (ANGSTROEM)
C  -4.043  -5.211  0.069  0.022
C  -3.648  -4.265  -0.530  -1.512
C  -3.121  -3.178  -1.239  0.776
C  -2.513  -3.364  -2.386  -0.232
Cl  -2.353  -4.973  -3.118  -0.186
C  -1.909  -2.072  -3.041  0.978
O  -1.837  -1.917  -4.209  -0.930
C  -1.396  -1.047  -2.113  0.394
C  -0.165  -0.301  -2.540  0.056
C  0.992  -0.942  -1.859  0.384
O  2.000  -1.278  -2.451  -0.839
C  -2.081  -0.855  -0.985  0.857
C  -1.763  0.189  0.013  -1.063
C  -1.362  -0.445  1.331  0.072
O  -1.391  -1.645  1.392  -0.582
N  -0.934  0.284  2.447  0.254
C  0.516  0.572  2.379  -0.856
C  -1.769  1.447  2.743  -0.941
C  -3.216  -1.765  -0.690  -0.134
O  -4.157  -1.478  -0.017  -0.657
H  -4.375  -6.099  0.526  0.518
H  -0.082  -0.372  -3.690  0.101
H  -0.183  0.757  -2.285  0.173
H  0.907  -1.116  -0.777  0.591
H  -2.699  0.727  0.180  0.572
H  -1.090  0.941  -0.376  0.290
H  0.766  1.592  2.637  0.462
H  1.004  -0.049  3.128  0.332
H  0.975  0.314  1.423  0.234
H  -1.204  2.245  3.206  0.412
H  -2.525  1.167  3.474  0.300
H  -2.275  1.882  1.880  0.388
F  -0.331  -0.017  -5.082  -0.883
C  4.524  4.923  -2.249  0.075
C  3.511  5.802  -2.598  -0.363
C  2.190  5.396  -2.501  -0.728
C  1.900  4.116  -2.050  0.107
C  2.907  3.226  -1.703  -0.573
C  4.227  3.639  -1.808  0.116
N  0.499  3.714  -1.940  1.047
O  -0.346  4.506  -2.281  -0.637
O  0.224  2.591  -1.515  -0.702
H  5.551  5.250  -2.325  0.406
H  3.762  6.806  -2.946  0.253
H  1.400  6.079  -2.775  0.432
H  2.679  2.228  -1.358  0.453
H  5.034  2.964  -1.548  -0.166
C  -6.645  -0.835  -0.814  -0.466
O  -7.335  0.070  -1.689  -0.306
C  -8.258  -0.497  -2.451  0.766
O  -8.546  -1.667  -2.468  -0.552
O  -8.816  0.452  -3.204  -0.323
C  -9.837  -0.020  -4.082  -0.628
H  -5.929  -0.254  -0.255  0.274
H  -7.342  -1.299  -0.119  0.309
H  -6.119  -1.592  -1.386  0.150
H  -10.658  -0.457  -3.518  0.293
H  -9.434  -0.744  -4.788  0.281
H  -10.205  0.841  -4.631  0.222
Be  3.370  -0.575  -3.348  0.293
N  3.669  0.343  4.002  1.062
O  4.795  -0.143  4.306  -0.406
O  3.612  1.471  3.518  -0.599
O  2.661  -0.335  4.203  -0.580
Cl  5.473  7.472  -3.957  -0.828
Cs  -3.387  -3.230  -5.485  1.018
C  8.235  2.188  -1.749  -0.278
Br  7.063  2.294  -0.223  -0.024
Br  8.616  0.354  -2.223  -0.047
Br  7.571  3.188  -3.252  -0.007
H  9.172  2.639  -1.460  0.360
C  6.506  -1.446  6.962  -0.595
O  5.921  -1.028  5.840  -0.272
H  6.117  -2.398  7.392  0.252
H  7.589  -1.682  6.850  0.257
H  6.479  -0.753  7.825  0.270
C  1.388  -3.638  3.579  -0.419
C  1.161  -4.039  5.022  -0.343
O  2.274  -3.668  5.830  -0.509
H  2.292  -4.108  3.190  0.277
H  0.544  -3.925  2.948  0.264
H  1.528  -2.559  3.506  -0.082
H  1.040  -5.119  5.111  0.303
H  0.258  -3.558  5.415  0.241
H  2.379  -2.712  5.759  0.300

---

- What is the 2S+1 in the second record?
  1